Here is the molecule C7H11NO in a non-equilibrium geometry from the Open Molecules 2025 dataset. Energies are from ωB97M-V/def2-TZVPD.

Each line ends with the Löwdin charge.
Element x y z (Å)
H  0.481  -2.787  0.608  0.088
C  -0.322  -0.958  0.286  -0.294
H  1.194  -0.075  2.257  0.071
O  -2.628  -0.379  0.802  0.045
H  -0.722  1.969  1.059  0.118
H  2.714  0.177  1.277  0.061
C  -0.878  1.310  0.209  -0.142
H  -0.637  2.710  -1.383  0.056
H  -1.200  -2.716  0.703  0.090
H  0.842  -0.178  -1.997  0.078
C  0.953  -0.179  0.144  -0.350
N  -0.363  -2.347  0.273  0.123
C  -1.064  1.781  -1.041  0.030
H  -1.541  1.192  -1.812  0.074
H  2.029  0.956  -1.313  0.082
H  2.372  -0.768  -1.350  0.081
C  1.657  -0.028  1.285  0.064
H  -3.141  0.434  0.759  0.099
C  -1.327  -0.084  0.448  -0.321
C  1.581  -0.031  -1.215  -0.052

Force components x, y, z for each atom (eV/Å):
H -0.1 0.0 0.1
C -1.2 1.8 0.2
H -0.2 -0.4 0.1
O 0.1 -0.1 -0.1
H 0.7 0.0 -0.1
H 0.2 0.5 -0.1
C -2.6 0.8 -1.0
H -0.3 0.5 0.2
H 0.1 -0.1 0.0
H 0.0 0.1 -0.1
C 1.6 -2.4 1.0
N 0.1 -0.1 -0.1
C 0.7 0.1 0.7
H 0.3 -0.4 0.0
H 0.0 0.0 -0.1
H 0.0 -0.1 -0.1
C -0.2 0.2 -0.9
H 0.0 -0.1 -0.1
C 0.7 -0.5 0.2
C 0.1 0.0 0.1

- Gap between HOMO and LUMO: 8.22 eV
- LUMO energy: 0.81 eV
- Electronic energy: -403.2207 a.u.
- SMILES: C=C/C(O)=C(/N)C(=C)C
- Maximum force: 3.024 eV/A
- Energy above the lowest of the compared OMol25 structures with the same formula, charge and spin: 71.1 kcal/mol

---

Here is a structure of composition C4H6N2 in a non-equilibrium geometry from the Open Molecules 2025 dataset. Energies are from ωB97M-V/def2-TZVPD.

Each line ends with the Löwdin charge.
Element x y z (Å)
H  2.253  0.735  -0.357  0.085
N  -1.286  1.282  1.359  0.135
H  1.425  -1.552  0.505  0.098
H  0.964  2.065  -0.578  0.084
H  -0.154  -1.450  1.311  0.093
C  -1.467  0.880  0.255  -0.553
C  1.212  1.040  -0.346  0.042
H  -2.106  -0.363  -1.093  0.075
N  -1.505  0.453  -0.994  0.108
H  -0.034  -1.936  -0.405  0.088
C  0.327  0.132  -0.027  -0.199
C  0.371  -1.286  0.371  -0.057

Force components x, y, z for each atom (eV/Å):
H -0.1 0.0 0.4
N -0.8 -0.4 -1.5
H -0.1 0.2 0.1
H 0.0 -0.1 -0.2
H 0.0 0.0 0.0
C -0.1 0.9 2.6
C -0.3 0.0 0.0
H 0.2 -0.1 0.2
N 1.4 0.1 0.3
H -0.1 0.1 0.1
C 0.2 -0.6 -1.8
C -0.2 0.0 0.0

- Gap between HOMO and LUMO: 8.04 eV
- LUMO energy: -0.55 eV
- Electronic energy: -265.3566 a.u.
- Maximum force: 2.792 eV/A
- Energy above the lowest of the compared OMol25 structures with the same formula, charge and spin: 112.3 kcal/mol